# 1
DFT (ωB97M-V/def2-TZVPD) results for a single C21H18N4OS molecule.

Last column: Mulliken charge in e.
Atoms and positions in Å:
C -0.168 -1.868 1.537  -1.536
C 0.291 -0.568 0.837  0.739
C 1.483 0.206 0.844  -1.325
C 1.200 1.319 0.157  0.344
C 2.103 2.242 -0.037  -0.133
N 3.397 2.553 -0.178  -0.697
N 3.937 1.179 -0.012  0.150
C 5.419 1.118 -0.086  0.107
O 6.121 2.238 -0.199  -0.634
C 5.885 -0.241 -0.313  0.564
C 5.343 -1.406 -0.206  -0.061
C 6.216 -2.633 -0.266  -0.957
C 7.494 -2.134 -0.214  -0.309
S 7.682 -0.157 -0.135  -0.059
C -0.151 1.206 -0.382  0.463
C -0.884 2.534 -0.978  -2.097
N -0.828 0.128 0.210  0.461
C -2.208 -0.258 0.101  -0.488
C -2.491 -1.352 -0.637  0.697
C -3.726 -1.695 -1.121  -0.999
C -4.755 -0.775 -0.504  0.788
N -6.020 -1.433 -0.900  -0.600
C -7.122 -0.398 -0.474  -0.576
C -6.892 0.914 0.345  -0.810
C -5.519 1.086 0.579  -0.532
C -4.526 0.366 0.058  0.508
C -3.150 0.705 0.260  -0.503
H 0.366 -2.125 2.301  0.560
H -1.287 -1.991 1.865  0.217
H -0.250 -2.621 0.659  0.254
H 2.059 -0.136 1.643  0.720
H 1.758 3.344 0.027  0.341
H 3.365 0.479 -0.039  0.316
H 4.230 -1.563 -0.231  0.264
H 5.956 -3.523 -0.009  0.512
H 8.448 -2.653 -0.395  0.374
H -0.257 2.902 -1.587  0.947
H -1.728 2.160 -1.806  0.251
H -1.161 3.250 -0.409  0.534
H -1.571 -2.093 -1.071  0.096
H -4.002 -2.636 -1.445  0.472
H -7.912 -0.741 -0.657  0.747
H -7.719 1.337 0.759  0.479
H -5.409 2.048 1.030  0.329
H -3.017 1.687 1.078  0.082

As for the LUMO energy: -0.82 eV. The calculation puts the energy at -40896.8507 eV. The SMILES is Cc1cc(/C=N\NC(=O)c2cccs2)c(C)n1-c1ccc2ncccc2c1.


# 2
DFT (ωB97M-V/def2-TZVPD) results for a molecular structure, C2HBr3.

Last column: Mulliken charge in e.
Atoms and positions in Å:
C -0.946 0.211 -0.634  -0.257
C 0.895 -0.292 0.435  0.011
Br -1.803 1.706 -0.050  -0.007
Br 1.305 -2.019 0.057  0.014
Br 2.306 0.943 0.609  -0.010
H -1.758 -0.549 -0.417  0.250

As for the LUMO energy (alpha / beta): -1.43 / -1.10 eV. The calculation puts the energy at -212211.4209 eV.